Record 1
Molecular formula: Fe2H26O17P
Method: DFT, ωB97M-V/def2-TZVPD

The gap between HOMO and LUMO (spin up / spin down) is 9.53 / 8.53 eV. For the lowest unoccupied orbital energy (spin up / spin down), the calculation gives -3.6 / -4.2 eV. The energy above the lowest of the compared OMol25 structures with the same formula, charge and spin is 0.0 kJ/mol.

Geometry as ORCA input:
```
! wB97M-V def2-TZVPD RIJCOSX def2/J DEFGRID3
* xyz 1 9
Fe 1.15 -0.80 2.42
Fe -1.15 1.25 -1.67
P 0.18 0.21 0.35
O -0.58 -0.45 -0.80
O -0.55 -0.10 1.67
O 0.01 1.65 -0.14
O 1.62 -0.34 0.51
O 0.69 -2.74 1.77
H -0.04 -2.73 1.15
H 0.73 -3.64 2.08
O -1.20 -3.00 -0.17
H -1.05 -2.15 -0.59
H -1.65 -3.52 -0.83
O 4.12 -1.00 0.55
H 4.51 -1.04 -0.32
H 3.25 -0.65 0.41
O -1.58 3.24 -2.09
H -2.32 3.48 -1.53
H -1.28 4.07 -2.46
O -3.11 1.03 1.68
H -2.25 0.61 1.64
H -3.11 1.49 2.52
O -0.52 2.97 2.06
H -0.55 2.55 1.20
H -0.05 2.35 2.62
O 0.72 -1.69 -2.60
H 1.64 -1.64 -2.32
H 0.22 -1.29 -1.89
O -2.32 -1.46 3.20
H -1.84 -1.21 2.41
H -3.18 -1.74 2.89
O 2.75 -0.05 -1.85
H 3.32 0.69 -1.64
H 2.20 -0.15 -1.07
O -2.07 0.26 -3.23
H -2.19 -0.68 -3.09
H -2.52 0.44 -4.05
O 0.46 1.08 -3.14
H 0.73 1.11 -4.06
H 1.00 0.40 -2.75
O 0.10 -1.54 4.22
H 0.27 -1.93 5.08
H -0.85 -1.43 4.19
O 2.45 2.69 -0.59
H 2.15 3.31 -1.26
H 1.70 2.11 -0.45
*
```

Mulliken atomic charge list, values in e, 5 entries:
1 Fe 0.569
2 Fe 0.541
3 P 2.474
4 O -0.463
5 O -1.167

Record 2
Molecular formula: C24H36O22Rb2S
Method: DFT, ωB97M-V/def2-TZVPD

The gap between HOMO and LUMO is 5.13 eV. For the lowest unoccupied orbital energy, the calculation gives -0.5 eV. The energy above the lowest of the compared OMol25 structures with the same formula, charge and spin is 715.8 kJ/mol.

Geometry as ORCA input:
```
! wB97M-V def2-TZVPD RIJCOSX def2/J DEFGRID3
* xyz 0 1
Rb -0.80 -0.22 0.38
Rb 0.12 -4.66 -0.83
S -2.44 -3.47 0.54
O -2.74 -3.62 -0.82
O -2.24 -4.82 0.94
O -1.17 -2.73 0.60
O -3.60 -2.97 1.22
C 4.35 1.70 -0.67
C 3.87 1.60 -2.09
C 4.31 0.28 -2.90
O 3.08 -0.36 -3.13
C 2.06 0.43 -2.75
O 0.93 0.02 -2.72
O 2.50 1.54 -2.18
H 5.43 1.50 -0.67
H 3.82 1.14 0.09
H 4.30 2.71 -0.27
H 4.21 2.52 -2.57
H 5.08 -0.29 -2.38
H 4.84 0.67 -3.78
C -2.89 5.60 5.83
C -2.62 5.57 4.38
C -1.16 5.50 3.99
O -1.11 4.03 3.72
C -2.23 3.43 3.55
O -2.38 2.26 3.23
O -3.14 4.27 4.04
H -3.97 5.59 5.95
H -2.50 6.51 6.27
H -2.42 4.78 6.38
H -3.10 6.40 3.87
H -0.46 5.81 4.77
H -0.72 6.07 3.17
C 4.67 -3.21 -2.56
C 4.11 -3.28 -1.19
C 4.99 -2.76 -0.12
O 4.20 -1.98 0.68
C 3.02 -1.79 0.00
O 2.18 -1.01 0.35
O 2.93 -2.46 -1.08
H 5.48 -3.90 -2.78
H 5.14 -2.24 -2.72
H 3.92 -3.07 -3.34
H 3.87 -4.29 -0.84
H 5.84 -2.20 -0.52
H 5.43 -3.67 0.29
C -0.10 -2.89 -3.90
C -1.19 -3.47 -4.94
C -2.57 -3.98 -4.50
O -3.48 -3.00 -4.88
C -2.84 -2.02 -5.44
O -3.32 -1.03 -5.96
O -1.55 -2.31 -5.46
H -0.56 -2.12 -3.28
H 0.68 -2.31 -4.40
H 0.38 -3.65 -3.29
H -0.66 -4.13 -5.63
H -2.53 -4.14 -3.42
H -2.95 -4.94 -4.85
C -4.67 1.47 -4.22
C -3.61 0.90 -3.22
C -2.13 1.16 -3.38
O -1.86 1.99 -2.27
C -2.85 2.00 -1.41
O -2.82 2.36 -0.21
O -3.86 1.38 -1.97
H -5.03 2.49 -4.05
H -5.50 0.86 -3.88
H -4.45 1.35 -5.28
H -3.59 -0.19 -3.18
H -2.29 1.83 -4.22
H -1.57 0.24 -3.52
C 1.10 1.33 6.50
C 0.50 -0.10 6.60
C -0.95 -0.01 6.42
O -1.26 -0.85 5.35
C -0.19 -1.35 4.80
O -0.06 -1.99 3.78
O 0.89 -1.00 5.53
H 2.18 1.41 6.61
H 0.57 2.09 7.08
H 1.07 1.62 5.46
H 0.78 -0.54 7.56
H -1.18 1.06 6.44
H -1.47 -0.45 7.28
*
```

Mulliken atomic charge list, values in e, 5 entries:
1 Rb 0.824
2 Rb 0.914
3 S 0.787
4 O -0.569
5 O -0.759

Record 3
Molecular formula: C4H10O3
Method: DFT, ωB97M-V/def2-TZVPD

The gap between HOMO and LUMO is 11.09 eV. For the lowest unoccupied orbital energy, the calculation gives 0.7 eV. The SMILES is CCC(=O)OC.O. The energy above the lowest of the compared OMol25 structures with the same formula, charge and spin is 89.2 kJ/mol.

Geometry as ORCA input:
```
! wB97M-V def2-TZVPD RIJCOSX def2/J DEFGRID3
* xyz 0 1
C -1.82 0.11 1.88
C -0.38 0.62 2.14
C 0.35 0.88 0.81
O 0.15 1.93 0.15
O 1.16 -0.19 0.46
C 1.93 -0.08 -0.72
H -2.47 0.98 1.68
H -2.23 -0.46 2.72
H -1.82 -0.53 0.98
H -0.47 1.49 2.82
H 0.16 -0.18 2.68
H 2.63 0.76 -0.56
H 1.33 0.14 -1.62
H 2.51 -1.00 -0.90
O -0.30 -1.84 -3.98
H -0.55 -0.96 -3.61
H -0.20 -1.67 -4.95
*
```

Mulliken atomic charge list, values in e, 5 entries:
1 C -1.063
2 C -0.243
3 C 0.510
4 O -0.578
5 O -0.272

Record 4
Molecular formula: C44H52N7O4P2S2Tl
Method: DFT, ωB97M-V/def2-TZVPD

The gap between HOMO and LUMO is 7.53 eV. For the lowest unoccupied orbital energy, the calculation gives 0.3 eV. The energy above the lowest of the compared OMol25 structures with the same formula, charge and spin is 39.6 kJ/mol.

Geometry as ORCA input:
```
! wB97M-V def2-TZVPD RIJCOSX def2/J DEFGRID3
* xyz 0 1
Tl -0.23 0.65 -0.14
O 1.61 3.12 -0.52
S 1.59 3.53 0.88
O 1.23 4.90 1.14
N 0.77 2.45 1.69
C 0.10 2.67 2.87
C 0.20 3.77 3.71
C -0.51 3.85 4.92
C -1.33 2.84 5.34
C -1.48 1.70 4.52
C -2.31 0.62 4.87
C -2.41 -0.47 4.05
C -1.69 -0.46 2.84
N -0.92 0.53 2.47
C -0.79 1.61 3.28
C 3.29 3.37 1.41
C 3.58 3.15 2.75
C 4.91 3.09 3.16
C 5.93 3.25 2.23
C 5.63 3.46 0.89
C 4.30 3.52 0.48
H 0.83 4.60 3.40
H -0.39 4.73 5.54
H -1.87 2.90 6.28
H -2.86 0.66 5.81
H -3.03 -1.32 4.31
H -1.74 -1.31 2.16
H 2.78 3.02 3.47
H 5.15 2.92 4.20
H 6.96 3.21 2.55
H 6.42 3.58 0.16
H 4.04 3.68 -0.56
C -4.37 2.94 0.25
P -2.82 2.63 -0.69
C -1.96 4.22 -0.37
C -3.46 2.97 -2.40
C -2.36 3.04 -3.47
P -1.32 1.51 -3.60
C -2.57 0.35 -4.31
C -0.42 1.94 -5.15
H -4.83 3.89 -0.04
H -4.15 2.96 1.32
H -5.09 2.13 0.07
H -2.56 5.07 -0.71
H -0.98 4.23 -0.86
H -1.76 4.32 0.70
H -4.00 3.92 -2.37
H -4.18 2.18 -2.63
H -1.67 3.86 -3.25
H -2.81 3.25 -4.45
H -3.18 0.84 -5.08
H -3.22 -0.04 -3.52
H -2.05 -0.50 -4.76
H -1.11 2.18 -5.97
H 0.21 1.10 -5.45
H 0.23 2.80 -4.97
C 3.19 0.14 -1.29
S 2.03 0.48 -2.63
O 1.67 -0.85 -3.21
C 3.27 1.23 -3.70
C 3.35 2.61 -3.76
C 4.32 3.20 -4.56
C 5.18 2.41 -5.31
C 5.08 1.02 -5.26
C 4.12 0.42 -4.45
H 3.99 -0.48 -1.69
H 2.64 -0.39 -0.51
H 3.57 1.09 -0.90
H 2.67 3.21 -3.17
H 4.40 4.28 -4.62
H 5.93 2.87 -5.94
H 5.75 0.40 -5.85
H 4.00 -0.65 -4.42
C 1.53 -5.92 2.02
C 0.03 -5.82 1.88
C -0.72 -6.91 1.45
C -2.09 -6.82 1.28
C -2.75 -5.63 1.55
N -4.16 -5.60 1.37
C -5.00 -4.51 1.35
O -6.15 -4.59 1.76
N -4.49 -3.32 0.88
C -3.54 -3.05 -0.12
C -2.98 -4.00 -0.97
C -2.03 -3.58 -1.89
C -1.66 -2.25 -1.95
N -2.21 -1.34 -1.14
C -3.13 -1.73 -0.27
C -2.02 -4.54 1.99
C -0.65 -4.64 2.14
H 1.83 -6.91 2.35
H 1.90 -5.19 2.74
H 2.02 -5.72 1.06
H -0.22 -7.85 1.24
H -2.65 -7.68 0.93
H -4.65 -6.44 1.59
H -5.10 -2.55 1.10
H -3.27 -5.04 -0.93
H -1.57 -4.30 -2.56
H -0.88 -1.89 -2.62
H -3.55 -0.95 0.37
H -2.52 -3.61 2.23
H -0.09 -3.77 2.48
N 2.78 -2.77 1.90
C 2.32 -3.60 0.90
C 1.22 -2.98 0.39
N 1.00 -1.79 1.05
C 1.95 -1.69 1.95
H 3.58 -2.93 2.48
H 2.81 -4.52 0.65
H 0.58 -3.30 -0.42
H 2.08 -0.87 2.63
*
```

Mulliken atomic charge list, values in e, 5 entries:
1 Tl 1.393
2 O -0.272
3 S 0.821
4 O -0.737
5 N 0.445

Record 5
Molecular formula: C19H31N3O6S3
Method: DFT, ωB97M-V/def2-TZVPD

The gap between HOMO and LUMO is 9.49 eV. For the lowest unoccupied orbital energy, the calculation gives 0.2 eV. The SMILES is CC[C@@H]1CCCCN1S(=O)(=O)c1ccc(S(=O)(=O)N2CCN(S(=O)(=O)CC)CC2)cc1.

Geometry as ORCA input:
```
! wB97M-V def2-TZVPD RIJCOSX def2/J DEFGRID3
* xyz 0 1
C -5.40 0.39 0.92
C -5.12 0.82 -0.52
C -3.72 0.52 -1.11
C -3.58 -0.87 -1.74
C -3.30 -1.97 -0.73
C -2.04 -1.62 0.04
C -2.20 -0.27 0.74
N -2.61 0.76 -0.20
S -2.45 2.29 0.39
O -2.77 2.37 1.79
O -3.10 3.20 -0.51
C -0.68 2.55 0.22
C -0.14 2.54 -1.06
C 1.22 2.72 -1.22
C 2.01 2.91 -0.10
S 3.79 2.81 -0.28
O 4.44 3.42 0.85
O 4.18 3.21 -1.59
N 4.06 1.15 -0.17
C 3.74 0.63 1.15
C 4.00 -0.88 1.21
N 3.38 -1.58 0.11
S 1.70 -1.72 0.22
O 1.12 -0.71 1.06
O 1.18 -1.85 -1.11
C 1.56 -3.32 1.06
C 2.19 -4.38 0.19
C 3.84 -1.06 -1.16
C 3.48 0.42 -1.27
C 1.47 2.95 1.18
C 0.11 2.77 1.33
H -5.29 -0.68 1.05
H -4.73 0.91 1.60
H -6.42 0.67 1.18
H -5.87 0.37 -1.19
H -5.25 1.90 -0.57
H -3.58 1.25 -1.91
H -4.49 -1.10 -2.31
H -2.75 -0.84 -2.44
H -3.17 -2.92 -1.24
H -4.14 -2.08 -0.04
H -1.19 -1.57 -0.64
H -1.82 -2.37 0.80
H -1.24 0.05 1.14
H -2.91 -0.36 1.57
H -0.80 2.39 -1.90
H 1.69 2.73 -2.19
H 4.37 1.17 1.86
H 2.68 0.80 1.39
H 3.59 -1.27 2.14
H 5.08 -1.08 1.17
H 0.49 -3.49 1.21
H 2.05 -3.21 2.02
H 1.72 -4.37 -0.79
H 3.25 -4.18 0.07
H 2.06 -5.37 0.63
H 3.34 -1.62 -1.95
H 4.92 -1.20 -1.22
H 3.88 0.87 -2.18
H 2.38 0.49 -1.27
H 2.13 3.13 2.02
H -0.36 2.79 2.30
*
```

Mulliken atomic charge list, values in e, 5 entries:
1 C -1.088
2 C -0.608
3 C -0.028
4 C -0.936
5 C -0.892

Record 6
Molecular formula: C6H35NO11
Method: DFT, ωB97M-V/def2-TZVPD

The gap between HOMO and LUMO is 9.49 eV. For the lowest unoccupied orbital energy, the calculation gives 0.3 eV. The SMILES is CCN[C@@H](C)CCO.O.O.O.O.O.O.O.O.O.O. The energy above the lowest of the compared OMol25 structures with the same formula, charge and spin is 203.7 kJ/mol.

Geometry as ORCA input:
```
! wB97M-V def2-TZVPD RIJCOSX def2/J DEFGRID3
* xyz 0 1
C -1.82 -0.54 -2.19
C -1.47 -0.90 -0.75
N -0.24 -0.37 -0.27
C -0.19 -0.13 1.19
C 1.00 -0.78 1.89
C -0.28 1.36 1.45
C -1.51 2.12 0.93
O -1.00 3.47 0.73
H -2.89 -0.68 -2.37
H -1.33 -1.06 -3.00
H -1.68 0.54 -2.32
H -1.69 -1.97 -0.59
H -2.35 -0.49 -0.24
H 0.57 -0.91 -0.51
H -1.08 -0.60 1.60
H 0.73 -1.06 2.91
H 1.31 -1.65 1.32
H 1.88 -0.15 1.98
H -0.08 1.61 2.49
H 0.55 1.83 0.94
H -2.26 2.19 1.72
H -1.94 1.74 0.01
H -1.65 3.94 0.19
O 0.95 -1.74 -2.88
H 1.47 -1.58 -3.68
H 1.06 -0.87 -2.47
O -2.21 -1.45 3.93
H -1.31 -1.11 3.89
H -2.25 -1.86 3.02
O 4.20 0.76 0.52
H 4.29 1.71 0.62
H 3.59 0.41 1.17
O 3.01 3.09 -0.02
H 2.53 3.91 0.13
H 2.56 2.67 -0.76
O 1.58 -3.13 -0.09
H 1.53 -4.02 0.27
H 1.42 -3.11 -1.05
O -3.01 -2.61 1.70
H -3.84 -2.20 1.45
H -2.56 -2.98 0.94
O 1.60 0.73 -4.48
H 1.70 0.98 -3.55
H 0.66 0.65 -4.56
O -3.92 -0.03 1.95
H -3.32 -0.52 2.54
H -4.09 0.72 2.54
O 2.97 -0.61 -1.55
H 3.46 -1.37 -1.25
H 3.26 0.22 -1.13
O 0.85 1.99 -1.79
H 0.90 1.22 -1.21
H 0.33 2.65 -1.31
*
```

Mulliken atomic charge list, values in e, 5 entries:
1 C -1.367
2 C -0.300
3 N 0.969
4 C 1.521
5 C -1.101

Record 7
Molecular formula: C25H44Cl5LiN6S3
Method: DFT, ωB97M-V/def2-TZVPD

The gap between HOMO and LUMO is 7.95 eV. For the lowest unoccupied orbital energy, the calculation gives 0.1 eV. The energy above the lowest of the compared OMol25 structures with the same formula, charge and spin is 53.9 kJ/mol.

Geometry as ORCA input:
```
! wB97M-V def2-TZVPD RIJCOSX def2/J DEFGRID3
* xyz 0 1
Li 0.67 -0.40 0.13
Cl -0.52 -4.01 0.63
C -1.61 -2.64 0.63
C -1.07 -1.39 0.37
C -2.00 -0.36 0.37
Cl -1.39 1.25 0.09
C -3.37 -0.53 0.54
Cl -4.47 0.80 0.45
C -3.86 -1.81 0.79
Cl -5.54 -2.08 1.02
C -2.96 -2.88 0.85
Cl -3.56 -4.47 1.16
C 3.50 4.32 5.06
C 4.42 3.10 5.02
C 3.79 1.87 4.35
C 3.47 2.06 2.86
N 2.13 2.58 2.59
C 1.02 1.79 2.69
S 1.05 0.11 2.73
N -0.16 2.42 2.72
C -0.40 3.85 2.64
C -0.36 4.58 3.99
C -1.61 4.41 4.85
C -1.88 2.97 5.31
H 3.94 5.13 5.64
H 2.54 4.06 5.53
H 3.30 4.71 4.06
H 4.70 2.83 6.04
H 5.34 3.36 4.49
H 2.87 1.59 4.86
H 4.48 1.03 4.45
H 3.56 1.11 2.34
H 4.19 2.75 2.40
H 1.99 3.54 2.86
H -0.95 1.80 2.81
H -1.38 3.99 2.18
H 0.33 4.29 1.96
H -0.22 5.65 3.79
H 0.52 4.24 4.56
H -2.48 4.78 4.29
H -1.50 5.05 5.73
H -2.30 2.36 4.50
H -2.60 2.97 6.13
H -0.96 2.49 5.66
C 0.53 -5.14 -4.60
C 1.92 -4.69 -4.17
C 1.96 -3.29 -3.56
C 1.15 -3.14 -2.26
N -0.25 -2.84 -2.49
C -0.74 -1.61 -2.68
S 0.22 -0.23 -2.82
N -2.07 -1.48 -2.78
C -3.05 -2.55 -2.79
C -3.19 -3.26 -4.14
C -4.00 -2.50 -5.20
C -3.36 -1.19 -5.68
H 0.58 -6.08 -5.16
H 0.06 -4.39 -5.24
H -0.13 -5.30 -3.74
H 2.59 -4.71 -5.03
H 2.32 -5.41 -3.44
H 1.59 -2.56 -4.28
H 3.01 -3.03 -3.34
H 1.58 -2.35 -1.65
H 1.19 -4.07 -1.68
H -0.91 -3.57 -2.28
H -2.38 -0.54 -2.97
H -4.01 -2.13 -2.49
H -2.79 -3.28 -2.02
H -3.68 -4.22 -3.97
H -2.19 -3.47 -4.53
H -4.99 -2.29 -4.79
H -4.14 -3.16 -6.06
H -3.42 -0.41 -4.93
H -3.87 -0.83 -6.58
H -2.31 -1.35 -5.93
N 2.38 2.27 -0.82
C 2.92 1.16 -1.35
N 3.21 1.18 -2.67
S 3.28 -0.18 -0.41
H 1.99 2.99 -1.40
H 2.17 2.27 0.16
H 2.76 1.86 -3.27
H 3.40 0.29 -3.08
*
```

Mulliken atomic charge list, values in e, 5 entries:
1 Li 0.401
2 Cl -0.208
3 C 0.372
4 C -1.525
5 C 1.306

Across the entries above, molar mass takes the values 440.9, 879.5, 106.1, 1073.4, 493.7, 297.3, 709.1 g mol⁻¹, respectively.